# 1
{"formula": "C32H22N6O4V", "method": "the ωB97M-V functional and the def2-TZVPD basis", "symbols": ["V", "O", "C", "O", "C", "C", "C", "N", "C", "C", "C", "C", "C", "C", "C", "N", "C", "C", "C", "C", "C", "N", "H", "H", "H", "H", "H", "H", "H", "H", "H", "H", "C", "O", "C", "C", "C", "C", "C", "C", "N", "N", "C", "C", "C", "C", "O", "C", "N", "C", "C", "C", "C", "H", "H", "H", "H", "H", "H", "H", "H", "H", "H", "H", "H"], "positions_angstrom": [[1.807, 1.248, 0.443], [3.387, 1.079, 7.064], [2.235, 1.001, 6.697], [1.132, 0.886, 7.185], [2.140, 1.063, 5.078], [3.303, 0.974, 4.314], [3.175, 1.040, 2.937], [1.966, 1.143, 2.352], [0.831, 1.210, 3.097], [0.899, 1.183, 4.490], [-0.331, 1.177, 2.231], [-1.684, 1.456, 2.607], [-2.729, 1.690, 1.789], [-1.937, 2.353, -0.664], [-0.705, 1.550, -1.155], [0.122, 0.958, 1.020], [4.230, 1.062, 1.921], [5.595, 1.221, 2.131], [6.427, 1.388, 1.034], [5.873, 1.390, -0.242], [4.509, 1.184, -0.375], [3.708, 1.024, 0.677], [4.258, 0.858, 4.804], [0.014, 1.221, 5.108], [-1.845, 1.586, 3.669], [-3.658, 1.945, 2.280], [-2.548, 2.727, -1.490], [-0.657, 1.243, -2.203], [5.992, 1.232, 3.133], [7.489, 1.519, 1.167], [6.488, 1.539, -1.114], [4.033, 1.124, -1.351], [-2.159, -4.193, -6.199], [-2.196, -2.867, -5.704], [-2.804, -2.594, -4.551], [-2.660, -1.271, -4.087], [-3.147, -0.910, -2.866], [-3.838, -1.846, -2.064], [-4.087, -3.129, -2.583], [-3.550, -3.507, -3.788], [-4.265, -1.581, -0.802], [-3.896, -0.587, -0.164], [-2.790, 0.087, -0.041], [-2.878, 1.564, 0.291], [-0.943, 3.381, -0.157], [0.124, 2.727, -0.663], [1.406, 2.639, -0.511], [-0.359, 0.398, -0.211], [0.929, -0.183, -0.585], [1.067, -1.497, -0.551], [0.026, -2.380, -0.318], [-1.270, -1.900, -0.093], [-1.523, -0.547, -0.089], [-1.480, -4.165, -7.050], [-3.146, -4.525, -6.532], [-1.771, -4.881, -5.443], [-2.144, -0.565, -4.717], [-3.025, 0.105, -2.518], [-4.663, -3.820, -1.985], [-3.710, -4.510, -4.146], [-3.897, 1.889, 0.064], [-1.085, 4.306, 0.370], [2.072, -1.870, -0.729], [0.215, -3.438, -0.303], [-2.072, -2.601, 0.090]], "mulliken_spin": [1.71, 0.00, 0.00, 0.01, 0.02, 0.00, 0.06, -0.04, -0.01, 0.04, 0.14, -0.04, 0.13, 0.01, -0.02, -0.10, 0.03, -0.01, 0.02, 0.00, 0.05, 0.03, 0.00, 0.00, 0.01, 0.00, 0.00, -0.01, 0.00, 0.00, 0.00, 0.00, 0.00, 0.00, 0.00, 0.00, 0.00, 0.00, 0.00, 0.00, 0.00, -0.01, -0.01, 0.01, 0.03, 0.01, -0.01, -0.11, 0.06, 0.02, 0.01, 0.00, -0.02, 0.00, 0.00, 0.00, 0.00, 0.00, 0.00, 0.00, -0.01, 0.00, 0.00, 0.00, 0.00], "e_homo_ev": [-10.00, -9.98], "largest_force_ha_per_bohr": 0.0806, "total_charge": 1, "spin_multiplicity": 3, "s_squared": 2.05}

# 2
{"formula": "C23H26N4O3S", "method": "the ωB97M-V functional and the def2-TZVPD basis", "symbols": ["C", "O", "C", "C", "C", "C", "N", "C", "O", "C", "N", "C", "C", "N", "C", "N", "C", "C", "C", "C", "C", "C", "O", "C", "C", "C", "S", "C", "C", "C", "C", "H", "H", "H", "H", "H", "H", "H", "H", "H", "H", "H", "H", "H", "H", "H", "H", "H", "H", "H", "H", "H", "H", "H", "H", "H", "H"], "positions_angstrom": [[-1.433, 6.357, 4.091], [-1.980, 5.088, 4.359], [-1.214, 3.988, 4.123], [-1.813, 2.758, 4.404], [-1.126, 1.583, 4.200], [0.180, 1.602, 3.710], [0.823, 0.369, 3.517], [2.077, 0.119, 3.056], [2.880, 0.975, 2.745], [2.387, -1.379, 2.923], [2.254, -1.936, 1.593], [0.951, -1.825, 0.969], [0.747, -0.510, 0.197], [1.826, -0.340, -0.757], [1.650, -0.827, -2.002], [0.511, -1.149, -2.509], [0.606, -1.515, -3.826], [-0.604, -1.902, -4.541], [-0.583, -2.286, -5.879], [-1.762, -2.642, -6.510], [-2.962, -2.623, -5.829], [-2.995, -2.239, -4.487], [-4.225, -2.250, -3.896], [-4.320, -1.868, -2.546], [-1.817, -1.881, -3.850], [1.872, -1.478, -4.330], [3.009, -0.965, -3.134], [3.127, -0.346, -0.124], [3.319, -1.662, 0.648], [0.777, 2.823, 3.429], [0.087, 4.005, 3.634], [-2.211, 7.073, 4.348], [-1.175, 6.468, 3.033], [-0.547, 6.550, 4.704], [-2.822, 2.752, 4.783], [-1.604, 0.639, 4.422], [0.255, -0.431, 3.763], [1.737, -1.958, 3.589], [3.422, -1.529, 3.238], [0.175, -1.949, 1.726], [0.865, -2.650, 0.252], [-0.195, -0.531, -0.351], [0.759, 0.352, 0.870], [0.345, -2.306, -6.426], [-1.744, -2.940, -7.548], [-3.886, -2.898, -6.310], [-3.739, -2.533, -1.899], [-5.375, -1.947, -2.291], [-3.987, -0.836, -2.396], [-1.795, -1.578, -2.817], [2.222, -1.712, -5.313], [3.905, -0.233, -0.881], [3.177, 0.503, 0.562], [4.272, -1.648, 1.176], [3.329, -2.490, -0.071], [1.786, 2.851, 3.053], [0.583, 4.934, 3.405]], "mulliken_charge": [-0.82, -0.45, 0.73, -0.71, -0.58, 0.31, 0.04, 0.74, -0.66, -1.26, 0.17, -0.92, -0.53, -0.01, 0.66, -0.27, -0.39, 0.69, -0.94, -0.52, -0.70, 0.77, -0.45, -0.80, -0.21, -0.63, -0.26, -0.92, -0.71, -0.62, -0.34, 0.23, 0.33, 0.33, 0.42, 0.34, 0.17, 0.39, 0.41, 0.39, 0.44, 0.42, 0.23, 0.30, 0.39, 0.43, 0.32, 0.23, 0.32, 0.69, 0.41, 0.52, 0.26, 0.47, 0.31, 0.48, 0.37], "e_homo_ev": -7.33, "largest_force_ha_per_bohr": 0.0218, "total_charge": 0}

# 3
{"formula": "C17H19F3N2O", "method": "the ωB97M-V functional and the def2-TZVPD basis", "symbols": ["C", "C", "C", "C", "C", "N", "C", "C", "C", "C", "C", "C", "C", "C", "C", "F", "F", "F", "C", "C", "O", "N", "C", "H", "H", "H", "H", "H", "H", "H", "H", "H", "H", "H", "H", "H", "H", "H", "H", "H", "H", "H"], "positions_angstrom": [[-0.858, 0.893, 3.450], [0.471, 1.468, 2.864], [0.594, 1.910, 1.348], [-0.405, 3.035, 1.146], [-0.511, 3.477, -0.305], [-0.981, 2.208, -0.936], [-2.469, 2.023, -1.018], [-0.314, 0.979, -0.729], [-0.328, 0.056, -1.827], [0.391, -1.150, -1.624], [0.849, -1.495, -0.322], [0.993, -0.451, 0.668], [0.410, 0.769, 0.398], [1.227, -2.823, 0.042], [1.325, -3.407, 1.461], [0.940, -4.730, 1.406], [2.604, -3.241, 1.889], [0.540, -2.847, 2.437], [1.363, -3.751, -0.966], [1.155, -3.355, -2.338], [1.347, -4.258, -3.106], [0.548, -2.123, -2.633], [-0.097, -1.796, -3.864], [-1.668, 1.521, 3.025], [-0.897, -0.144, 3.076], [-0.935, 1.076, 4.498], [0.976, 2.264, 3.406], [1.230, 0.725, 3.082], [1.615, 2.424, 1.249], [0.005, 3.942, 1.712], [-1.412, 2.867, 1.539], [0.426, 3.919, -0.702], [-1.223, 4.294, -0.424], [-2.897, 1.669, -0.025], [-3.028, 2.918, -1.316], [-2.642, 1.313, -1.790], [-0.665, 0.480, -2.732], [1.480, -0.680, 1.615], [1.427, -4.818, -0.861], [-0.167, -2.690, -4.523], [0.635, -1.189, -4.444], [-1.053, -1.281, -3.823]], "mulliken_charge": [-1.07, -1.04, 0.84, -0.83, -0.88, -0.01, -1.05, 0.00, -1.08, 0.40, 0.41, -1.31, 0.37, 0.16, 0.70, -0.27, -0.26, -0.24, -0.48, 0.21, -0.64, -0.02, -1.34, 0.24, 0.19, 0.40, 0.56, 0.67, 0.18, 0.32, 0.24, 0.31, 0.42, 0.27, 0.34, 0.36, 0.72, 0.51, 0.50, 0.40, 0.41, 0.36], "e_homo_ev": -7.91, "largest_force_ha_per_bohr": 0.0677, "total_charge": 0}

# 4
{"formula": "C12H22O5S", "method": "the ωB97M-V functional and the def2-TZVPD basis", "symbols": ["C", "C", "C", "C", "C", "O", "S", "O", "O", "C", "C", "C", "C", "C", "H", "H", "H", "H", "H", "H", "H", "H", "H", "H", "H", "H", "H", "H", "H", "H", "H", "H", "O", "C", "C", "O", "H", "H", "H", "H"], "positions_angstrom": [[2.087, -1.453, 1.783], [2.093, -0.858, 0.603], [0.859, -0.474, -0.164], [-0.185, 0.280, 0.685], [-0.108, 1.791, 0.398], [-1.416, 2.425, 0.326], [-2.188, 1.932, -0.968], [-1.447, 2.159, -2.151], [-3.458, 2.577, -0.934], [-2.324, 0.144, -0.730], [-3.772, -0.352, -0.886], [-4.499, -0.719, 0.404], [-4.719, 0.471, 1.364], [-1.614, -0.285, 0.545], [2.836, -2.210, 1.959], [1.374, -1.252, 2.580], [3.062, -0.635, 0.126], [0.439, -1.404, -0.540], [1.183, 0.129, -1.008], [0.080, 0.155, 1.729], [0.452, 2.276, 1.188], [0.425, 2.010, -0.520], [-1.754, -0.279, -1.550], [-4.380, 0.401, -1.379], [-3.758, -1.204, -1.560], [-5.495, -1.044, 0.103], [-4.068, -1.575, 0.913], [-4.131, 0.344, 2.267], [-5.762, 0.467, 1.674], [-4.551, 1.425, 0.875], [-1.473, -1.362, 0.533], [-2.163, -0.008, 1.438], [4.303, -0.195, -1.640], [5.646, -0.414, -1.815], [6.453, -0.553, -0.467], [7.789, -0.765, -0.630], [6.191, 0.382, -2.382], [5.908, -1.340, -2.387], [5.905, -1.359, 0.102], [6.181, 0.370, 0.116]], "mulliken_charge": [-0.76, -0.50, -0.72, 0.75, -1.08, -0.40, 1.42, -0.71, -0.73, 0.30, -1.06, -0.45, -1.10, -1.33, 0.31, 0.26, 0.30, 0.35, 0.49, 0.27, 0.34, 0.47, 0.45, 0.37, 0.36, 0.48, 0.30, 0.29, 0.39, 0.23, 0.41, 0.24, -0.78, -0.47, -0.04, -0.95, 0.17, 0.16, -0.10, 0.09], "e_homo_ev": 2.02, "largest_force_ha_per_bohr": 0.0283, "total_charge": -2}

no.,molecular weight (g/mol)
1,605.51
2,438.55
3,324.35
4,278.37